No. 1
The following is a DFT calculation (ωB97M-V with the def2-TZVPD basis set) of an isolated molecule of C4HBr2ClF2.

The calculation puts the energy at -5960.76421 Eh. The calculation puts the highest occupied orbital energy (spin up / spin down) at -9.5 / -10.0 eV. As for the relative energy (zero: lowest compared OMol25 entry of this formula, charge and spin): 89.01 kcal/mol.

Bonds (Å) are listed after each position.
Geometry (Å):
1 C -0.121 -1.438 -0.110  C2 1.214, H10 1.103
2 C 1.075 -1.318 0.059  C1 1.214, C4 1.542
3 C 3.900 -1.124 0.465  C4 1.615, Cl7 1.625, Br9 1.911
4 C 2.343 -0.944 0.854  C2 1.542, C3 1.615, F5 1.358, F6 1.399
5 F 2.244 -1.446 2.112  C4 1.358
6 F 2.164 0.437 0.990  C4 1.399
7 Cl 4.789 0.125 1.007  C3 1.625, Br8 2.531
8 Br 4.214 2.459 0.215  Cl7 2.531
9 Br 4.161 -2.003 -1.211  C3 1.911
10 H -1.159 -1.114 -0.290  C1 1.103

Here are the natural (NBO) charges for atoms 1 to 5, given in e: -0.1457 -0.1066 -0.2325 0.5995 -0.3151

=====

No. 2
The following is a DFT calculation (ωB97M-V with the def2-TZVPD basis set) of an isolated molecule of C4HBrClI.

The calculation puts the energy at -3484.73651 Eh. The calculation puts the highest occupied orbital energy at -8.6 eV. Its SMILES is ClC1=CC/1=C(\Br)I. As for the relative energy (zero: lowest compared OMol25 entry of this formula, charge and spin): 40.52 kcal/mol.

Bonds (Å) are listed after each position.
Geometry (Å):
1 C -1.482 -0.508 -0.253  C2 1.336, C4 1.473, H8 1.121
2 C -1.067 0.734 0.015  C1 1.336, C4 1.464, Cl5 1.684
3 C 1.267 -0.396 0.129  C4 1.324, Br6 1.903, I7 2.637
4 C -0.032 -0.295 -0.104  C1 1.473, C2 1.464, C3 1.324
5 Cl -1.520 2.319 0.359  C2 1.684
6 Br 2.027 -2.137 0.239  C3 1.903
7 I 2.936 1.645 0.192  C3 2.637
8 H -2.129 -1.363 -0.578  C1 1.121

Here are the natural (NBO) charges for atoms 1 to 5, given in e: -0.1625 0.0099 -0.1919 -0.1561 0.1330

=====

No. 3
The following is a DFT calculation (ωB97M-V with the def2-TZVPD basis set) of an isolated molecule of C4HBrS.

The calculation puts the energy at -3124.97219 Eh. The calculation puts the highest occupied orbital energy at -9.0 eV. Its SMILES is BrC1=CS2#CC=21. As for the relative energy (zero: lowest compared OMol25 entry of this formula, charge and spin): 48.44 kcal/mol.

Bonds (Å) are listed after each position.
Geometry (Å):
1 C -0.952 1.053 -0.262  C2 1.256, C4 1.863, S5 2.074
2 C -1.589 0.911 -1.336  C1 1.256, S5 1.858
3 C 0.467 -0.854 0.101  C4 1.323, S5 1.863, H7 1.049
4 C 0.512 0.348 0.651  C1 1.863, C3 1.323, Br6 1.821
5 S -0.862 -0.794 -1.203  C1 2.074, C2 1.858, C3 1.863
6 Br 1.411 1.078 2.056  C4 1.821
7 H 1.013 -1.743 -0.008  C3 1.049

Here are the natural (NBO) charges for atoms 1 to 5, given in e: -0.0474 -0.2665 -0.3757 -0.1552 0.3808

=====

No. 4
The following is a DFT calculation (ωB97M-V with the def2-TZVPD basis set) of an isolated molecule of C4HCl4IN2O2.

The calculation puts the energy at -2551.33138 Eh. The calculation puts the highest occupied orbital energy at -9.7 eV. Its SMILES is O=[N+]([O-])N1C(Cl)=C(Cl)[C@@H](Cl)[C@]1(Cl)I. As for the relative energy (zero: lowest compared OMol25 entry of this formula, charge and spin): 0.00 kcal/mol.

Bonds (Å) are listed after each position.
Geometry (Å):
1 C -0.719 -1.224 -0.458  C2 1.340, C3 1.495, Cl9 1.695
2 C 0.165 -2.182 -0.149  C1 1.340, N5 1.542, Cl10 1.669
3 C -0.409 0.063 0.238  C1 1.495, C4 1.535, Cl11 1.802, H14 1.087
4 C 1.060 -0.114 0.644  C3 1.535, N5 1.419, Cl12 1.760, I13 2.216
5 N 1.243 -1.519 0.731  C2 1.542, C4 1.419, N6 1.389
6 N 2.467 -2.096 1.048  N5 1.389, O7 1.192, O8 1.194
7 O 2.486 -3.285 1.125  N6 1.192
8 O 3.355 -1.322 1.245  N6 1.194
9 Cl -2.131 -1.410 -1.377  C1 1.695
10 Cl 0.280 -3.790 -0.581  C2 1.669
11 Cl -1.479 0.173 1.684  C3 1.802
12 Cl 1.486 0.693 2.149  C4 1.760
13 I 2.300 0.686 -1.010  C4 2.216
14 H -0.609 0.958 -0.346  C3 1.087

Here are the natural (NBO) charges for atoms 1 to 5, given in e: -0.1303 0.0982 -0.2859 0.0351 -0.3664

=====

No. 5
The following is a DFT calculation (ωB97M-V with the def2-TZVPD basis set) of a cluster of 2 separate species, C4HCl4N in total.

The calculation puts the energy at -2048.35401 Eh. The calculation puts the highest occupied orbital energy (spin up / spin down) at -9.1 / -9.4 eV. As for the relative energy (zero: lowest compared OMol25 entry of this formula, charge and spin): 17.45 kcal/mol.

Bonds (Å) are listed after each position.
Geometry (Å):
1 C -1.496 0.640 0.634  C4 1.336, N5 1.155
2 C -1.381 -2.414 0.626  C3 1.297, Cl6 1.612
3 C -0.973 -3.060 -0.421  C2 1.297, Cl7 1.821, Cl8 1.741
4 C -0.553 0.594 -0.311  C1 1.336, Cl9 1.687, H10 1.191
5 N -2.290 0.593 1.471  C1 1.155
6 Cl -2.252 -2.251 1.974  C2 1.612
7 Cl -1.226 -4.863 -0.401  C3 1.821
8 Cl -0.078 -2.530 -1.817  C3 1.741
9 Cl -0.779 1.050 -1.920  C4 1.687
10 H 0.611 0.512 -0.075  C4 1.191

Here are the natural (NBO) charges for atoms 1 to 5, given in e: 0.1459 -0.0617 -0.1754 -0.2727 -0.2540

=====

No. 6
The following is a DFT calculation (ωB97M-V with the def2-TZVPD basis set) of an isolated molecule of C4HF6NO.

The calculation puts the energy at -882.14286 Eh. The calculation puts the highest occupied orbital energy at -11.5 eV. Its SMILES is FC(F)C(F)(F)/N=C1\OC1(F)F. As for the relative energy (zero: lowest compared OMol25 entry of this formula, charge and spin): 0.00 kcal/mol.

Bonds (Å) are listed after each position.
Geometry (Å):
1 C -0.297 -2.051 1.155  C2 1.437, N5 1.231, O6 1.385
2 C -0.093 -3.450 1.416  C1 1.437, O6 1.344, F7 1.268, F8 1.327
3 C -0.416 0.423 -0.789  C4 1.542, F9 1.332, F10 1.339, H13 1.052
4 C -1.117 -0.021 0.511  C3 1.542, N5 1.397, F11 1.265, F12 1.375
5 N -0.253 -0.825 1.259  C1 1.231, C4 1.397
6 O -1.028 -3.052 0.536  C1 1.385, C2 1.344
7 F 0.907 -4.143 1.059  C2 1.268
8 F -0.552 -4.046 2.509  C2 1.327
9 F -1.329 0.420 -1.758  C3 1.332
10 F 0.520 -0.478 -1.113  C3 1.339
11 F -2.196 -0.604 0.203  C4 1.265
12 F -1.481 1.039 1.309  C4 1.375
13 H -0.170 1.440 -0.673  C3 1.052

Here are the natural (NBO) charges for atoms 1 to 5, given in e: 0.4989 0.8479 0.5084 0.7203 -0.4754